[1]
Molecular formula: C2H4BrCl
Method: DFT, ωB97M-V with the def2-TZVPD basis set

Computed properties:
**Frontier orbital gap**: 0.411 Ha
**SMILES string**: ClCCBr
**ΔE to the lowest compared entry with this formula, charge and spin**: 0.6158 eV
**HOMO**: -10.4 eV
**E**: -84703.35389 eV
**LUMO energy**: 0.80 eV

ORCA input file:
```
! wB97M-V def2-TZVPD RIJCOSX def2/J DEFGRID3
* xyz 0 1
Cl 0.56 1.59 -1.26
C 0.96 0.12 -0.16
C -0.31 -0.79 -0.18
Br -0.75 -1.54 1.52
H 1.62 -0.44 -0.76
H 1.23 0.57 0.84
H -0.13 -1.56 -0.94
H -1.24 -0.38 -0.53
*
```

[2]
Molecular formula: C2H4BrCl
Method: DFT, ωB97M-V with the def2-TZVPD basis set

Computed properties:
**Frontier orbital gap**: 0.297 Ha
**ΔE to the lowest compared entry with this formula, charge and spin**: 3.7537 eV
**HOMO**: -9.1 eV
**E**: -84700.21605 eV
**LUMO energy**: -1.01 eV

ORCA input file:
```
! wB97M-V def2-TZVPD RIJCOSX def2/J DEFGRID3
* xyz 0 1
C 1.43 -0.23 -0.05
C -2.08 0.39 -0.55
Cl -2.36 1.74 0.39
Br -2.71 -1.18 0.09
H 2.18 0.20 -0.57
H 1.37 0.61 0.71
H 1.68 -1.17 0.53
H 0.49 -0.37 -0.55
*
```